(1)
{"formula": "C25H38N2O4", "method": "ωB97M-V with the def2-TZVPD basis set", "charge": 0, "e_homo_ev": -8.59, "de_lowest_ev": 0.983, "e_lumo_ev": 0.61, "smiles": "COCCC(=O)N1CCC(Oc2ccc(C(=O)N(C)CCCC3CCCC3)cc2)CC1", "symbols": ["C", "O", "C", "C", "C", "O", "N", "C", "C", "C", "O", "C", "C", "C", "C", "C", "O", "N", "C", "C", "C", "C", "C", "C", "C", "C", "C", "C", "C", "C", "C", "H", "H", "H", "H", "H", "H", "H", "H", "H", "H", "H", "H", "H", "H", "H", "H", "H", "H", "H", "H", "H", "H", "H", "H", "H", "H", "H", "H", "H", "H", "H", "H", "H", "H", "H", "H", "H", "H"], "coordinates": [[-8.687, -1.414, -0.140], [-8.681, -0.359, 0.792], [-8.806, 0.928, 0.225], [-7.463, 1.663, 0.065], [-6.516, 0.946, -0.883], [-6.533, 1.186, -2.077], [-5.664, 0.030, -0.361], [-5.542, -0.381, 1.017], [-4.217, 0.115, 1.598], [-3.053, -0.427, 0.764], [-1.869, 0.136, 1.300], [-0.655, -0.410, 1.021], [-0.429, -1.554, 0.262], [0.864, -2.006, 0.059], [1.949, -1.336, 0.602], [3.347, -1.853, 0.460], [3.960, -2.276, 1.425], [3.891, -1.816, -0.779], [3.218, -1.312, -1.950], [5.253, -2.300, -0.941], [6.277, -1.364, -0.293], [6.205, 0.061, -0.837], [7.057, 1.037, -0.021], [6.384, 1.414, 1.301], [5.381, 2.519, 0.939], [5.870, 3.119, -0.392], [7.183, 2.398, -0.712], [1.720, -0.206, 1.382], [0.438, 0.257, 1.580], [-3.253, -0.035, -0.705], [-4.617, -0.516, -1.199], [-9.655, -1.479, -0.652], [-8.522, -2.326, 0.430], [-7.900, -1.303, -0.892], [-9.306, 0.870, -0.749], [-9.437, 1.506, 0.909], [-7.010, 1.826, 1.041], [-7.677, 2.632, -0.389], [-6.389, -0.032, 1.604], [-5.557, -1.478, 1.043], [-4.111, -0.211, 2.632], [-4.181, 1.205, 1.576], [-3.028, -1.523, 0.861], [-1.245, -2.109, -0.173], [1.023, -2.901, -0.526], [2.860, -2.135, -2.579], [3.905, -0.705, -2.540], [2.367, -0.698, -1.662], [5.327, -3.281, -0.461], [5.448, -2.411, -2.009], [6.089, -1.361, 0.779], [7.276, -1.775, -0.458], [5.171, 0.404, -0.816], [6.545, 0.066, -1.877], [8.041, 0.589, 0.145], [7.136, 1.804, 1.989], [5.899, 0.566, 1.781], [4.379, 2.104, 0.824], [5.331, 3.272, 1.724], [6.016, 4.196, -0.321], [5.140, 2.939, -1.183], [8.022, 2.945, -0.278], [7.356, 2.310, -1.784], [2.557, 0.306, 1.833], [0.248, 1.136, 2.176], [-2.462, -0.455, -1.327], [-3.202, 1.053, -0.782], [-4.797, -0.178, -2.221], [-4.665, -1.611, -1.169]]}

***

(2)
{"formula": "C4H4N2O2", "method": "ωB97M-V with the def2-TZVPD basis set", "charge": 0, "e_homo_ev": -8.99, "de_lowest_ev": 5.267, "e_lumo_ev": -0.13, "smiles": "[H]/N=[N+]([O-])/C=C\\C=C=O", "symbols": ["H", "N", "N", "O", "C", "C", "C", "C", "O", "H", "H", "H"], "coordinates": [[-1.125, -2.341, 0.889], [-0.757, -1.413, 0.816], [-1.426, -0.760, -0.052], [-2.429, -1.206, -0.656], [-1.051, 0.617, -0.128], [0.158, 1.190, -0.153], [1.515, 0.742, -0.169], [2.049, -0.477, -0.192], [2.643, -1.468, -0.218], [-1.771, 1.399, -0.104], [-0.015, 2.307, -0.127], [2.211, 1.412, 0.095]]}